Computed, not measured: a structure of composition C36H38IrN4OP2S in a non-equilibrium geometry, with ωB97M-V/def2-TZVPD.

Computed properties:
energy relative to the best compared isomer or geometry (same formula, charge and spin)	486.6	kJ/mol
E_LUMO (spin up / spin down)	-4.56 / -4.56	eV
gap between HOMO and LUMO (spin up / spin down)	3.16 / 3.17	eV
E	-2873.833209	a.u.
HOMO energy (spin up / spin down)	-7.72 / -7.73	eV
net charge	+1

Structure (XYZ):
```
83
C36H38IrN4OP2S (ωB97M-V/def2-TZVPD)
Ir 0.92475 0.50979 -0.83377
N 3.88363 3.87405 -1.67477
C 3.17489 2.73472 -1.55973
S 1.99183 2.65913 -0.29726
N 3.43498 1.80003 -2.43011
N 2.67423 0.70300 -2.25864
C 2.97713 -0.30164 -2.97942
C 2.28302 -1.54730 -2.75667
C 2.52728 -2.66978 -3.53571
C 1.87014 -3.85017 -3.24625
C 0.99893 -3.88426 -2.16943
C 0.79899 -2.72199 -1.45222
N 1.40744 -1.56998 -1.73838
H 3.84339 4.56098 -0.94419
H 4.65569 3.88552 -2.31928
H 3.78912 -0.22441 -3.69422
H 3.22951 -2.59856 -4.35887
H 2.03273 -4.73370 -3.85105
H 0.47982 -4.79254 -1.89275
H 0.12844 -2.71061 -0.60874
C -1.40684 -1.18576 1.03482
C -0.57555 -0.38517 2.00809
P 1.12547 -0.07936 1.40758
C 1.81219 0.76126 2.86509
C 1.13455 1.85993 3.39818
C 1.56437 2.44243 4.57903
C 2.68804 1.94748 5.23026
C 3.39145 0.88522 4.68052
C 2.96162 0.29466 3.49870
C 1.97746 -1.67732 1.37923
C 1.49327 -2.81089 2.02587
C 2.20775 -4.00325 1.96890
C 3.41689 -4.05979 1.29043
C 3.91216 -2.92620 0.65127
C 3.18813 -1.74395 0.68468
P -1.31790 -0.48780 -0.67479
C -2.19365 -1.79523 -1.63567
C -2.86789 -1.39066 -2.79101
C -3.58682 -2.30132 -3.55084
C -3.62684 -3.63932 -3.18152
C -2.93753 -4.06048 -2.05315
C -2.22263 -3.14703 -1.28805
C -2.54993 0.84002 -0.73601
C -3.87292 0.56908 -0.43664
C -4.87241 1.52397 -0.57908
C -4.55245 2.79378 -1.12390
C -3.27811 3.14355 -1.40260
C -2.12664 2.24038 -1.13043
H -2.45393 -1.21122 1.33330
H -1.04792 -2.21638 1.01156
H -0.53671 -0.84836 2.99583
H -1.01044 0.60722 2.12807
H 0.26227 2.26569 2.89688
H 1.01799 3.28020 4.99477
H 3.01500 2.39238 6.16242
H 4.27639 0.50372 5.17539
H 3.52023 -0.53687 3.08885
H 0.56424 -2.77027 2.58772
H 1.82102 -4.88623 2.46399
H 3.97745 -4.98700 1.26299
H 4.85996 -2.96629 0.12869
H 3.55781 -0.86168 0.16820
H -2.84823 -0.34804 -3.08341
H -4.12541 -1.95974 -4.42704
H -4.19655 -4.35016 -3.76986
H -2.95920 -5.10345 -1.75883
H -1.71337 -3.51513 -0.40632
H -4.15648 -0.43657 -0.13531
H -5.89815 1.28380 -0.32913
H -5.35444 3.49492 -1.33406
H -3.05601 4.09385 -1.87364
H -1.51119 2.18922 -2.03847
C -2.64702 3.20263 1.78692
C -1.52688 3.68987 0.88277
C -1.77516 5.10806 0.38608
O -1.16884 2.77119 -0.16829
H -2.66390 3.81801 2.69101
H -2.51432 2.16116 2.08511
H -3.61846 3.28998 1.30134
H -0.60272 3.71300 1.46228
H -2.79816 5.23913 0.03550
H -1.07961 5.34451 -0.42210
H -1.60048 5.81832 1.19927
```

Computed, not measured: a structure of composition C38H26AuF12NO2P in a non-equilibrium geometry, with ωB97M-V/def2-TZVPD.

Computed properties:
energy relative to the best compared isomer or geometry (same formula, charge and spin)	33.1	kJ/mol
E_LUMO (spin up / spin down)	1.05 / 1.05	eV
gap between HOMO and LUMO (spin up / spin down)	5.22 / 5.22	eV
E	-3344.392038	a.u.
HOMO energy (spin up / spin down)	-4.17 / -4.17	eV
net charge	-1

Structure (XYZ):
```
81
C38H26AuF12NO2P (ωB97M-V/def2-TZVPD)
Au 1.29422 0.27153 -1.56594
C -4.88387 -2.25268 -0.41840
C -3.39734 -2.12465 -0.48930
C -2.58669 -2.43414 0.59612
C -1.23183 -2.23973 0.52091
C -0.59633 -1.77332 -0.65706
N 0.75124 -1.64883 -0.70199
C 1.54004 -2.43431 0.07673
C 1.14444 -3.78217 0.23664
C 1.83919 -4.66875 1.01867
C 3.01334 -4.27701 1.64740
C 3.77834 -5.20553 2.54145
C 3.47362 -2.98847 1.41219
C 2.76510 -2.05546 0.66919
C 3.31697 -0.63111 0.56153
O 2.42270 0.33847 0.34581
C 4.03248 -0.18118 1.87357
F 5.26422 -0.68377 2.10666
F 4.19671 1.14247 1.89691
F 3.31155 -0.48964 2.96219
C 4.40791 -0.62992 -0.55258
F 4.97889 0.57105 -0.70814
F 5.42479 -1.49034 -0.32956
F 3.90112 -0.97909 -1.73939
C -1.43426 -1.43102 -1.75190
C -2.79892 -1.63357 -1.64251
C -0.89093 -0.96873 -3.11227
O 0.42451 -0.77846 -3.24484
C -1.63322 0.34800 -3.58555
F -2.72153 0.71855 -2.88273
F -2.06258 0.27259 -4.86070
F -0.81849 1.39992 -3.53464
C -1.25072 -2.10892 -4.12552
F -0.85652 -3.29851 -3.65087
F -0.66702 -1.95435 -5.31195
F -2.56738 -2.25888 -4.38897
H -5.17753 -2.96072 0.35171
H -5.28800 -2.57387 -1.37424
H -5.32610 -1.28464 -0.18294
H -3.02024 -2.81219 1.51135
H -0.61441 -2.44141 1.38476
H 0.26327 -4.10811 -0.29293
H 1.46473 -5.67511 1.14186
H 3.18566 -6.08916 2.77330
H 4.04397 -4.70815 3.47215
H 4.70466 -5.51885 2.05811
H 4.41578 -2.70348 1.85296
H -3.44713 -1.40117 -2.47200
C -3.69216 5.43950 0.08535
C -3.23666 4.77159 1.20959
C -2.41667 3.66562 1.08306
C -2.03389 3.21748 -0.17642
C -2.48804 3.89767 -1.29992
C -3.31535 4.99843 -1.17287
P -0.85477 1.82800 -0.48417
C -0.94277 1.09288 1.18603
C -2.19217 0.56505 1.51451
C -2.40386 -0.01639 2.74709
C -1.35351 -0.12007 3.64576
C -0.10239 0.36792 3.30759
C 0.10683 0.98594 2.08519
C 0.66518 2.84353 -0.54697
C 0.82861 4.11167 -0.00194
C 1.99094 4.81601 -0.25732
C 2.98077 4.26710 -1.05394
C 2.83521 2.98578 -1.56687
C 1.67336 2.27980 -1.32760
H -4.33042 6.30698 0.19148
H -3.51390 5.11995 2.19646
H -2.06806 3.15407 1.96950
H -2.17773 3.55076 -2.27572
H -3.66763 5.51897 -2.05191
H -2.99269 0.62024 0.78610
H -3.38299 -0.39958 3.00241
H -1.51122 -0.59145 4.60353
H 0.72680 0.25423 3.99145
H 1.08187 1.35800 1.80958
H 0.05783 4.54327 0.61979
H 2.12986 5.80033 0.16885
H 3.88045 4.83071 -1.26822
H 3.63072 2.55290 -2.15465
```

Computed, not measured: the molecule C5H13NO3S in a non-equilibrium geometry, with ωB97M-V/def2-TZVPD.

Computed properties:
energy relative to the best compared isomer or geometry (same formula, charge and spin)	20.1	kJ/mol
E_LUMO	0.53	eV
gap between HOMO and LUMO	11.07	eV
E	-876.945967	a.u.
HOMO energy	-10.54	eV
SMILES	NCCCCCS(=O)(=O)O
net charge	0

Structure (XYZ):
```
23
C5H13NO3S (ωB97M-V/def2-TZVPD)
C -0.60849 -1.92067 -0.23772
C -1.18175 -1.02536 0.88093
C -1.72736 0.31383 0.47623
C -0.77946 1.18238 -0.31105
C 0.47490 1.39024 0.52248
H 1.45251 -2.19607 0.39891
H 1.13553 -2.38657 -1.15844
H -0.76182 -2.96203 -0.09486
H -1.01182 -1.68706 -1.21311
H -0.42218 -0.83314 1.65498
H -1.98036 -1.65201 1.31475
H -2.79242 0.25008 -0.00296
H -1.93773 0.87404 1.40131
H -0.55157 0.60357 -1.22770
H -1.27687 2.05246 -0.55654
H 0.34008 2.19152 1.19175
H 0.65907 0.45384 0.98226
H 1.60135 -0.25733 -0.91672
N 0.87931 -1.81541 -0.40912
O 1.94679 0.58813 -1.37760
O 3.15791 1.88865 0.32495
O 1.47436 3.04071 -1.21727
S 1.91003 1.90621 -0.42547
```